{
  "formula": "C18H19N3O2S",
  "method": "ωB97M-V/def2-TZVPD",
  "fmax_ev_per_a": 1.25,
  "homo_ev": -8.49,
  "e_lumo_ev": 0.1260,
  "de_lowest_ev": 1.5936,
  "smiles": "COCc1cc(C)nc(SCC(=O)Nc2cccc(C)c2)c1C#N",
  "species": ["C", "O", "C", "C", "C", "C", "C", "N", "C", "S", "C", "C", "O", "N", "C", "C", "C", "C", "C", "C", "C", "C", "C", "N", "H", "H", "H", "H", "H", "H", "H", "H", "H", "H", "H", "H", "H", "H", "H", "H", "H", "H", "H"],
  "coordinates": [[3.3191, 1.9631, -1.4703], [1.9623, 1.9388, -1.1082], [1.2227, 1.0026, -1.8493], [-0.1886, 0.9320, -1.3486], [-0.6953, 1.8541, -0.4504], [-1.9999, 1.7150, 0.0203], [-2.5941, 2.6440, 1.0207], [-2.7689, 0.7057, -0.3653], [-2.2982, -0.1898, -1.1995], [-3.3397, -1.6082, -1.4648], [-3.7182, -1.9048, 0.3034], [-2.4614, -1.6469, 1.1290], [-2.4743, -0.9294, 2.1012], [-1.3632, -2.2727, 0.6257], [-0.0170, -1.9065, 0.7719], [0.9309, -2.6314, 0.0552], [2.2591, -2.2532, 0.1012], [2.6466, -1.1480, 0.8380], [1.7068, -0.4117, 1.5495], [2.1115, 0.8229, 2.2927], [0.3776, -0.8072, 1.5240], [-1.0152, -0.1259, -1.7577], [-0.5457, -1.1398, -2.6139], [-0.1586, -1.9832, -3.2886], [3.4456, 2.2461, -2.5223], [3.7969, 2.7060, -0.8350], [3.7871, 0.9846, -1.3094], [1.2183, 1.2761, -2.9199], [1.6820, 0.0026, -1.7708], [-0.0642, 2.6564, -0.1078], [-1.9561, 3.5066, 1.1868], [-3.5792, 2.9660, 0.6910], [-2.7262, 2.1021, 1.9571], [-4.0519, -2.9396, 0.3719], [-4.5080, -1.2298, 0.6279], [-1.5271, -2.9258, -0.1322], [0.6245, -3.4758, -0.5447], [2.9925, -2.8197, -0.4535], [3.6853, -0.8512, 0.8607], [3.0938, 0.7021, 2.7442], [2.1595, 1.6594, 1.5946], [1.3893, 1.0645, 3.0680], [-0.3606, -0.2501, 2.0774]],
  "atomic_forces_ev_per_a": [[0.13, -0.01, -0.07], [-0.39, 0.03, 0.11], [0.23, -0.12, -0.18], [-0.08, -0.09, -0.07], [-0.09, -0.07, -0.07], [0.47, 0.10, -0.14], [0.04, 0.05, 0.04], [-0.41, 0.07, 0.04], [0.04, -0.24, -0.32], [-0.19, -0.16, -0.14], [-0.04, 0.33, -0.32], [-0.42, -0.30, 0.09], [0.05, 0.10, 0.18], [0.31, -0.51, -0.04], [0.16, 0.05, 0.09], [-0.06, -0.01, 0.07], [-0.01, -0.01, -0.03], [0.07, 0.05, 0.01], [0.03, -0.15, -0.10], [0.00, 0.03, -0.04], [-0.04, 0.07, 0.10], [-0.38, 0.96, 0.72], [0.17, -0.45, -0.28], [0.17, -0.23, -0.26], [0.02, 0.00, 0.03], [0.07, -0.03, -0.05], [0.01, 0.02, 0.00], [0.00, -0.07, 0.13], [-0.08, 0.12, 0.00], [0.06, 0.10, 0.05], [0.01, 0.09, 0.06], [-0.04, 0.04, -0.02], [-0.01, -0.01, 0.09], [0.00, -0.03, 0.02], [0.16, -0.10, 0.11], [-0.07, 0.27, 0.07], [-0.04, -0.09, -0.07], [0.06, -0.05, -0.05], [0.13, 0.02, 0.02], [0.06, 0.04, 0.07], [0.01, 0.11, 0.00], [-0.02, 0.06, 0.09], [-0.04, 0.02, 0.05]],
  "mulliken_charge": [-0.844, -0.252, -1.072, 0.881, -0.454, 0.601, -1.440, -0.454, 0.689, -0.205, -0.737, 0.322, -0.600, -0.033, 0.100, -0.469, -0.906, -0.558, 0.961, -1.758, -0.311, 0.024, -0.287, -0.584, 0.339, 0.269, 0.301, 0.536, 0.413, 0.439, 0.364, 0.369, 0.298, 0.441, 0.424, 0.293, 0.413, 0.381, 0.471, 0.460, 0.230, 0.376, 0.567]
}